{"formula": "C48H92F3O22P5S2", "method": "ωB97M-V/def2-TZVPD", "symbols": ["S", "S", "P", "P", "P", "P", "P", "F", "F", "F", "O", "O", "O", "O", "O", "O", "O", "O", "O", "O", "O", "O", "O", "O", "O", "O", "O", "O", "O", "O", "O", "O", "C", "C", "C", "C", "C", "C", "C", "C", "C", "C", "C", "C", "C", "C", "C", "C", "C", "C", "C", "C", "C", "C", "C", "C", "C", "C", "C", "C", "C", "C", "C", "C", "C", "C", "C", "C", "C", "C", "C", "C", "C", "C", "C", "C", "C", "C", "C", "C", "H", "H", "H", "H", "H", "H", "H", "H", "H", "H", "H", "H", "H", "H", "H", "H", "H", "H", "H", "H", "H", "H", "H", "H", "H", "H", "H", "H", "H", "H", "H", "H", "H", "H", "H", "H", "H", "H", "H", "H", "H", "H", "H", "H", "H", "H", "H", "H", "H", "H", "H", "H", "H", "H", "H", "H", "H", "H", "H", "H", "H", "H", "H", "H", "H", "H", "H", "H", "H", "H", "H", "H", "H", "H", "H", "H", "H", "H", "H", "H", "H", "H", "H", "H", "H", "H", "H", "H", "H", "H", "H", "H"], "positions_angstrom": [[2.5146, -9.5018, 0.8186], [3.9877, -13.1656, 2.4889], [-1.3476, -2.5451, 2.8827], [2.0981, 3.4623, -3.6668], [0.7245, 15.1591, -3.3819], [-7.8709, -7.8807, 4.0105], [0.4685, 9.7703, -9.4714], [1.4733, -7.7128, 6.1423], [-0.7439, -8.2963, 5.4909], [0.0112, -9.0920, 7.6057], [-6.8628, -8.9761, 4.8918], [1.4423, 8.7821, -10.1589], [0.4612, 16.1848, -2.2523], [1.8326, 16.0927, -4.1966], [1.0187, 14.0131, -4.6440], [-1.0533, -3.6912, 1.6206], [-0.2394, -1.6115, 2.0680], [2.9602, -13.6321, 5.7533], [-0.6195, 10.8744, -8.7033], [-0.2504, -3.4356, 3.7639], [1.4256, 3.0589, -2.1978], [-1.6109, -1.5194, 4.0123], [-7.6802, -8.9391, 2.7391], [2.1616, 5.1041, -3.4139], [-9.1181, -8.6872, 4.7571], [0.7467, 3.4761, -4.4226], [1.8217, 14.2686, -2.5007], [1.3582, 9.8801, -8.0680], [-0.5973, 8.6095, -8.9425], [3.6080, 3.4470, -2.8225], [-0.5482, -10.3737, 3.3520], [-8.7732, -6.9002, 3.2217], [1.0320, 12.5122, -1.0395], [1.0560, 0.7324, -1.6545], [0.4394, 2.0428, -2.1015], [2.7682, 10.0369, -8.1086], [-0.5074, -3.7772, 5.1172], [0.0630, 12.9180, -9.8340], [0.0331, 6.2930, -9.0797], [-5.9205, -8.5595, 1.1256], [-1.5480, -5.0105, 1.7316], [-0.2483, 12.2265, -8.5242], [-0.3360, -0.1978, 2.0934], [-7.4020, -8.4648, 1.4306], [7.5306, -9.7412, 10.4971], [6.1406, -9.9170, 11.3597], [-0.9817, 12.6521, -4.3858], [7.5292, -9.4863, 8.8602], [3.2706, -9.5477, 7.9957], [4.4250, 1.2765, -3.5588], [2.0447, -11.1553, 6.1048], [-1.0400, -5.1920, 5.2251], [6.0689, -9.4636, 8.1164], [-5.4832, -9.0630, 4.5971], [1.0768, -10.1827, 5.4547], [-4.7713, -7.7386, 4.7695], [1.5803, 5.9968, -4.3485], [4.6867, -9.8820, 10.5400], [2.6147, -12.4537, 5.2237], [-3.0538, -5.0521, 1.8789], [1.7438, -11.3809, 2.8802], [0.4765, -8.8474, 6.1917], [2.6955, 18.0731, -3.1402], [4.6257, -9.6489, 8.9125], [4.1734, 2.2213, -2.4034], [1.9160, -8.8443, -0.8586], [2.5505, -10.9787, 7.6527], [0.6234, 0.3689, 3.1244], [1.6462, -11.1023, 1.2666], [0.5240, 12.6937, -4.5330], [0.2092, 6.4335, -3.8649], [2.7140, -12.2890, 3.5631], [1.7361, 17.5064, -4.1712], [-11.3716, -8.3045, 4.0108], [-0.7867, 7.4178, -9.6857], [0.5906, -9.6374, -1.4351], [3.1556, 11.4898, -7.9187], [0.6627, -10.5959, 3.8874], [1.5646, 13.9270, -1.1474], [-10.3240, -8.0116, 5.0695], [0.2860, -0.0296, -1.5044], [1.5687, -11.0266, 8.3301], [1.7613, 0.3628, -2.4045], [2.7857, 12.0988, -8.7486], [-4.8757, -7.3774, 5.7969], [-5.5544, -9.5800, 1.2787], [0.5101, 1.4535, 3.2089], [3.7299, 17.8497, -3.4208], [3.1826, 9.4427, -7.2850], [1.9809, -12.0257, 0.5943], [-7.7431, -7.4428, 1.2688], [0.5826, 12.2978, -7.8222], [-1.3280, 11.6164, -4.3124], [-3.4001, -6.0879, 1.9522], [0.0607, 12.4272, -1.5353], [-2.0113, -5.2770, 4.7294], [4.8708, 0.3445, -3.1975], [-3.3821, -4.5120, 2.7709], [-0.2906, 2.3720, -1.3519], [3.2104, 9.6590, -9.0298], [4.2426, 11.6004, -7.8713], [2.8254, -8.9503, -1.5951], [0.7066, 17.8310, -3.9877], [0.9251, -10.7755, -1.5560], [-1.1639, -5.4831, 6.2721], [0.8876, 12.4272, -10.3578], [-0.0442, 5.3841, -9.6832], [1.0892, 6.5644, -8.9899], [0.4468, -3.7093, 5.6538], [3.4981, 1.0366, -4.0866], [2.7243, 11.8919, -6.9961], [-0.0599, 0.1716, 1.0986], [-5.1904, -6.9722, 4.1120], [-1.3655, 0.1268, 2.2769], [0.3364, 13.9629, -9.6566], [-1.0963, 12.7302, -8.0479], [-1.0477, -5.5316, 2.5480], [-1.2650, -5.5362, 0.8133], [-10.1574, -6.9358, 5.1875], [1.0244, 12.1726, -3.7167], [0.9082, 12.2211, 0.0074], [2.5822, 19.1577, -3.0557], [-10.6728, -8.3864, 6.0392], [0.4868, -10.9514, 1.0255], [0.4674, -0.0770, 4.1112], [4.9055, -12.1328, 2.1213], [2.4367, -8.8320, 8.4615], [-5.0532, -9.7920, 5.2924], [-3.5370, -4.5809, 1.0178], [0.8071, 12.1680, -5.4513], [-0.1049, 1.8907, -3.0330], [2.5189, 13.9949, -0.6108], [1.6200, -7.7085, -0.6865], [6.1182, -10.0724, 12.5342], [6.0405, -9.2778, 6.9515], [-0.2844, 7.0656, -4.6086], [8.5631, -9.3570, 8.3102], [-11.6196, -9.3709, 4.0066], [1.5341, 5.5512, -5.3476], [-12.2857, -7.7333, 4.1970], [-0.8057, 12.8908, -10.4986], [-0.2901, -9.6555, -0.6308], [3.5499, 1.7633, -1.6354], [0.2978, 6.9963, -2.9300], [0.2262, -9.1567, -2.4416], [-5.7161, -8.2684, 0.0914], [0.8741, 14.6147, -0.6604], [-5.3483, -7.9012, 1.7856], [-11.0096, -8.0672, 3.0060], [-0.3604, -5.9032, 4.7443], [-0.5487, 7.5675, -10.7439], [3.5757, -9.0455, 6.9607], [1.7117, 11.8010, -1.5203], [-1.8512, 7.1600, -9.6338], [-1.3101, 13.1922, -3.4937], [-5.3379, -9.4727, 3.5973], [2.0122, 17.8758, -5.1660], [2.2355, 6.8729, -4.4224], [5.1284, 2.4579, -1.9220], [5.1042, 1.7314, -4.2859], [3.2184, -11.8898, 8.0382], [3.6632, -9.9925, 11.1342], [2.5395, 17.6272, -2.1534], [-1.1980, -3.0895, 5.6042], [1.6578, 0.1455, 2.8439], [-0.3168, 6.0714, -8.0662], [8.5709, -9.7974, 11.0579], [-0.4364, 5.5768, -3.6501], [-3.7061, -7.8471, 4.5422], [-1.4649, 13.1233, -5.2469], [-7.9556, -9.1036, 0.7316], [1.6072, 0.8596, -0.7170]], "forces_ev_per_a": [[-0.18, -0.21, -0.01], [-0.22, 1.26, 0.99], [9.33, 1.63, 1.66], [-4.33, 5.64, 6.47], [9.32, 1.62, 1.64], [-5.90, -6.90, -3.07], [0.30, -6.01, 7.48], [-3.36, -3.79, 0.56], [4.21, -2.04, 2.38], [1.92, 1.00, -4.66], [0.14, 3.37, 0.49], [-1.32, 3.59, -2.59], [-3.79, -1.69, -2.04], [-1.54, -0.62, -0.81], [-3.06, 1.38, 0.44], [-3.07, 1.35, 0.44], [-1.53, -0.63, -0.82], [-2.15, 7.80, -2.82], [0.57, 0.14, -3.31], [-1.24, -0.71, 0.17], [0.39, -1.29, -0.50], [-3.79, -1.69, -2.05], [1.19, 0.82, -0.17], [1.34, -0.95, -0.88], [1.36, 0.85, 0.93], [3.39, -2.33, -2.10], [-1.24, -0.71, 0.19], [0.44, 1.15, -0.70], [-0.50, 1.44, -1.07], [-0.23, -1.05, -3.22], [7.39, -1.06, 3.66], [3.45, 1.98, 2.34], [0.02, -0.20, -0.09], [0.14, -0.08, 0.12], [-0.46, -0.26, 0.48], [0.61, -0.02, 0.45], [0.31, -0.28, 0.61], [-0.21, 0.20, -0.05], [0.15, -0.09, 0.20], [0.19, -0.14, 0.01], [-0.13, -0.56, -0.05], [0.02, 0.55, 0.11], [0.09, 0.60, 0.11], [-0.01, -0.25, -0.64], [-3.14, 0.14, -1.49], [-0.32, 0.51, -4.57], [-0.10, -0.13, -0.24], [-4.20, -0.83, 2.80], [0.23, 0.78, -0.51], [0.28, -0.02, -0.05], [-1.91, 2.41, -0.96], [0.10, -0.16, -0.12], [0.49, -0.32, 3.24], [0.59, -0.14, -0.02], [2.51, -3.16, 0.41], [0.19, -0.02, 0.23], [-0.36, 0.42, -0.29], [2.85, 0.60, -2.04], [1.17, -4.75, 0.63], [-0.12, -0.09, -0.25], [2.24, -1.49, 2.54], [-1.48, 1.58, -0.14], [0.20, -0.03, 0.18], [3.75, -0.03, 1.78], [0.33, -0.41, 0.23], [-1.22, 0.13, -0.80], [-0.84, -0.92, 0.93], [0.19, -0.02, 0.17], [-2.26, -1.15, -0.10], [-0.16, -0.58, -0.06], [-0.20, 0.02, 0.17], [-2.58, 3.48, -1.28], [0.10, 0.59, 0.10], [-0.09, -0.13, -0.22], [-0.01, -0.60, -0.19], [0.58, -0.69, 0.81], [-0.06, 0.16, 0.09], [-4.87, 0.87, -2.81], [0.35, -0.28, 0.59], [-0.58, 0.19, 0.02], [0.06, 0.06, -0.02], [2.05, 0.00, -1.62], [-0.06, -0.05, -0.01], [0.08, 0.00, -0.01], [0.04, -0.06, -0.09], [-0.06, 0.12, -0.07], [0.02, -0.09, -0.04], [-0.13, 0.07, -0.06], [-0.17, 0.01, -0.09], [-0.36, 1.95, 1.94], [-0.15, -0.02, 0.22], [0.16, -0.11, -0.08], [-0.02, 0.16, 0.03], [-0.02, 0.13, 0.04], [-0.02, -0.01, 0.08], [-0.05, -0.01, 0.07], [-0.10, 0.08, -0.11], [0.02, -0.03, 0.17], [0.14, 0.08, -0.09], [-0.23, -0.13, -0.05], [-0.10, -0.02, -0.01], [-1.95, 0.31, 1.42], [0.20, -0.05, 0.12], [-0.91, 2.49, -0.14], [0.01, 0.03, -0.09], [0.16, -0.02, 0.04], [-0.02, 0.07, 0.06], [-0.13, 0.04, -0.21], [-0.07, 0.05, -0.17], [-0.14, -0.08, 0.05], [0.12, -0.05, -0.07], [-0.02, -0.20, 0.07], [-0.03, 0.03, -0.18], [0.20, -0.05, 0.12], [0.02, -0.14, -0.09], [-0.07, -0.26, -0.08], [-0.01, 0.11, 0.16], [0.05, 0.27, -0.02], [-0.06, -0.16, -0.16], [-0.02, 0.12, 0.15], [0.00, 0.04, -0.09], [0.02, -0.08, -0.03], [0.18, -0.05, -0.11], [2.50, -0.34, 0.80], [-0.19, 0.08, -0.15], [-1.53, -0.88, 0.78], [2.12, -1.58, -0.81], [-0.27, 0.07, 0.05], [0.05, -0.08, 0.06], [0.04, 0.23, -0.01], [0.09, 0.23, -0.09], [-0.07, 0.05, -0.17], [0.89, -2.43, -0.33], [0.20, 0.37, -2.88], [0.02, -0.42, 2.65], [0.06, -0.03, 0.05], [-2.53, -0.28, 1.13], [0.00, 0.13, 0.11], [-0.13, 0.03, 0.19], [0.07, -0.06, 0.01], [0.07, 0.02, 0.10], [1.94, 0.33, -1.84], [-0.18, 0.00, -0.08], [0.06, 0.01, -0.14], [0.76, -1.09, 2.01], [-0.04, -0.01, 0.08], [0.04, 0.17, -0.20], [0.01, 0.04, -0.05], [0.03, 0.15, 0.20], [-0.08, 0.12, 0.14], [0.10, -0.06, 0.20], [-0.47, -1.02, 2.34], [-0.05, 0.08, 0.12], [0.10, 0.18, 0.08], [0.03, -0.02, 0.16], [-0.11, 0.10, -0.11], [-0.02, -0.20, 0.06], [0.03, -0.18, 0.11], [-0.12, 0.23, -0.13], [-0.04, -0.05, 0.10], [-1.41, 1.99, -1.38], [2.52, 0.26, -1.37], [-0.19, 0.09, -0.15], [0.04, 0.18, -0.20], [-0.12, 0.07, -0.06], [-0.06, -0.01, -0.15], [-2.49, 0.17, -1.27], [0.14, 0.02, -0.21], [-0.10, 0.08, 0.01], [0.05, -0.08, 0.06], [0.01, 0.04, 0.19], [-0.11, -0.03, -0.07]], "lowdin_charge": [0.75, 0.69, 0.75, 0.75, 0.75, 0.75, 0.75, 0.00, -0.01, 0.00, -0.20, -0.25, -0.25, -0.23, -0.21, -0.21, -0.23, -0.01, -0.21, -0.23, -0.23, -0.25, -0.23, -0.23, -0.23, -0.26, -0.23, -0.23, -0.23, -0.20, -0.02, -0.26, -0.08, -0.09, -0.30, -0.30, -0.29, -0.08, -0.08, -0.08, -0.30, -0.31, -0.31, -0.30, -0.08, -0.07, -0.08, -0.07, -0.19, -0.09, 0.01, -0.09, -0.03, -0.30, 0.07, -0.08, -0.31, -0.03, -0.16, -0.08, -0.15, -0.15, -0.08, -0.15, -0.31, -0.52, -0.14, -0.07, -0.48, -0.30, -0.07, -0.40, -0.31, -0.08, -0.31, -0.18, -0.07, -0.12, -0.30, -0.31, 0.08, 0.13, 0.06, 0.07, 0.09, 0.08, 0.08, 0.08, 0.12, 0.09, 0.10, 0.08, 0.09, 0.07, 0.06, 0.06, 0.09, 0.07, 0.12, 0.10, 0.08, 0.08, 0.10, 0.09, 0.08, 0.06, 0.08, 0.07, 0.12, 0.06, 0.07, 0.10, 0.06, 0.11, 0.09, 0.12, 0.10, 0.13, 0.10, 0.10, 0.08, 0.08, 0.12, 0.09, 0.07, -0.08, 0.12, 0.13, 0.09, 0.11, 0.10, 0.12, 0.08, 0.09, 0.09, 0.07, 0.09, 0.08, 0.10, 0.08, 0.08, 0.08, 0.09, 0.08, 0.08, 0.08, 0.10, 0.05, 0.07, 0.06, 0.10, 0.12, 0.08, 0.12, 0.06, 0.09, 0.11, 0.11, 0.13, 0.08, 0.14, 0.09, 0.07, 0.10, 0.08, 0.07, 0.08, 0.07, 0.08, 0.08, 0.12, 0.07], "smiles": "CCSCC1=C(S)C(=O)C(CCc2ccccc2)=C(C(F)(F)F)C1=O.CCOP(=O)(OCC)OCC.CCOP(=O)(OCC)OCC.CCOP(=O)(OCC)OCC.CCOP(=O)(OCC)OCC.CCOP(=O)(OCC)OCC", "homo_lumo_gap_ha": 0.234}